Here is a structure of composition C22H54N2O11Sr2 in a non-equilibrium geometry from OMol25. Energies are from the ωB97M-V functional and the def2-TZVPD basis.

Geometry as XYZ:
```
91
Properties=species:S:1:pos:R:3:forces:R:3:mulliken_spin:R:1
Sr 18.311900 -20.625730 10.120950 -1.50 0.45 -0.42 0.00
Sr 19.945910 -17.752490 7.569510 -1.96 -0.97 0.57 0.00
C 17.171630 -16.297900 10.868290 -0.15 -1.58 -1.72 0.00
C 17.507100 -17.832400 10.454810 -4.62 0.83 5.91 0.00
O 16.936600 -18.805600 11.111430 1.60 1.85 -1.59 0.00
O 18.345070 -18.096700 9.613230 4.18 -0.52 -4.15 0.00
H 16.145220 -16.055580 10.592850 -0.40 -0.62 0.51 0.00
H 17.656100 -15.612790 10.172580 0.83 -0.08 0.34 0.00
H 17.335020 -16.059440 11.919260 0.13 -0.30 -0.20 0.00
C 17.780920 -21.336170 5.582660 1.11 0.44 -0.67 0.00
C 17.877390 -20.860540 7.041380 -1.34 -1.11 -0.69 0.00
O 18.759320 -20.113900 7.509500 3.53 2.54 -0.14 0.00
O 17.044190 -21.242520 7.871040 -1.19 -1.40 0.77 0.00
H 16.991590 -20.872150 4.991270 -0.59 -0.17 0.68 0.00
H 17.766360 -22.417130 5.443270 -0.66 -0.03 0.67 0.00
H 18.643540 -21.093690 4.962020 0.54 0.48 0.51 0.00
O 14.470130 -20.226740 8.545710 0.12 0.53 0.06 0.00
H 15.264620 -20.448070 8.059880 0.09 -0.14 -0.20 0.00
H 13.892750 -20.979300 8.417180 -0.28 -0.16 0.15 0.00
O 20.939610 -18.905050 5.614180 -0.18 0.76 0.79 0.00
H 21.747540 -18.423780 5.792680 0.96 -0.02 -0.71 0.00
H 21.210710 -19.627320 5.047550 -0.06 -0.48 -0.30 0.00
O 15.286380 -23.245180 6.743340 -0.47 0.68 -0.13 0.00
H 15.919470 -22.776750 7.287410 0.27 0.31 0.10 0.00
H 15.745460 -24.039740 6.471020 0.08 -0.93 -0.04 0.00
O 17.154340 -17.710720 4.275980 0.23 -0.04 0.60 0.00
H 17.048210 -18.524040 3.782530 -0.13 -0.19 -0.18 0.00
H 17.851780 -17.241500 3.818120 0.05 0.27 -0.36 0.00
O 14.469670 -22.962550 9.774670 -0.16 0.01 0.50 0.00
H 15.344160 -22.573470 9.785330 0.00 0.10 -0.08 0.00
H 14.269060 -23.076620 8.845700 0.00 -0.36 -0.49 0.00
C 16.342370 -28.117160 8.062060 -0.37 -0.12 -2.46 0.00
C 16.635380 -26.625750 7.800890 0.55 -0.40 2.87 0.00
C 18.138020 -26.404940 8.162310 0.59 0.59 -1.14 0.00
C 19.115720 -26.639980 7.020120 0.15 -1.14 0.05 0.00
C 18.616910 -25.991390 5.713870 0.17 -0.97 0.22 0.00
C 17.159510 -26.363460 5.249750 0.73 -0.26 1.54 0.00
N 16.325630 -26.125730 6.435180 -0.72 1.33 1.08 0.00
O 14.906430 -26.047290 6.195720 0.86 0.12 0.12 0.00
C 16.790190 -25.396510 4.145010 0.09 -0.25 -0.17 0.00
C 17.169990 -27.808790 4.775830 0.40 -0.72 -0.63 0.00
C 15.850280 -25.849220 8.975720 0.54 0.45 -2.57 0.00
H 16.775080 -28.685410 7.238680 0.36 -0.24 0.05 0.00
H 15.278840 -28.215370 7.844420 -0.24 -0.44 0.78 0.00
H 16.701650 -28.604180 8.968600 -0.39 0.63 0.22 0.00
H 18.416810 -25.389010 8.442050 -0.90 0.48 0.54 0.00
H 18.492820 -27.071580 8.948320 -0.64 0.15 0.33 0.00
H 19.389530 -27.691600 7.105100 -0.56 -0.53 -1.31 0.00
H 20.094070 -26.270650 7.327550 0.02 0.78 -0.24 0.00
H 19.225760 -26.227700 4.841200 0.39 0.04 0.14 0.00
H 18.752960 -24.937250 5.955530 -0.53 0.44 -0.47 0.00
H 15.733360 -25.460200 3.885870 -0.12 0.50 0.46 0.00
H 17.180200 -24.438570 4.489030 -0.73 0.45 -0.36 0.00
H 17.277770 -25.646400 3.202720 0.46 -0.11 0.17 0.00
H 16.359220 -28.471530 5.078370 -0.23 0.39 0.20 0.00
H 17.192230 -27.851060 3.686880 0.06 -0.04 -0.06 0.00
H 18.089300 -28.283550 5.118720 -0.07 -0.21 0.01 0.00
H 16.285620 -26.086810 9.946360 -0.20 -0.11 -0.16 0.00
H 14.766430 -25.950350 8.919700 0.13 -0.51 0.24 0.00
H 16.007490 -24.804510 8.707450 0.16 0.25 0.53 0.00
H 14.598250 -26.840240 5.750920 0.12 -0.69 -0.01 0.00
C 10.996200 -21.541700 2.223180 -0.80 0.79 1.09 0.01
C 12.219270 -22.436690 2.080030 -1.31 0.04 -0.78 -0.01
C 12.098970 -22.971790 0.636010 1.18 -0.47 0.37 0.03
C 13.416460 -23.592500 0.144080 0.13 1.20 -0.15 -0.01
C 14.520420 -22.517800 0.116160 -0.86 -0.13 1.03 0.03
C 14.723660 -21.867630 1.537010 0.50 0.77 -1.42 -0.02
N 13.397890 -21.482430 2.132790 0.14 -2.60 0.07 0.72
O 13.398030 -20.598400 3.132010 1.15 -0.34 -0.22 0.10
C 15.554920 -22.783080 2.413460 -0.36 0.16 1.13 0.08
C 15.503870 -20.580140 1.297310 -0.07 1.48 0.00 0.00
C 12.365040 -23.639810 3.107100 1.02 1.78 -0.44 0.07
H 10.060960 -22.034450 1.957440 0.31 -0.16 -0.53 0.00
H 11.140520 -20.637580 1.631700 -0.26 -0.18 -0.63 0.00
H 10.718520 -21.116070 3.187460 0.62 -0.42 0.61 0.00
H 11.280070 -23.690860 0.656520 0.05 0.01 -0.10 0.00
H 11.820670 -22.147960 -0.021230 -0.05 -0.06 -0.12 -0.01
H 13.248450 -23.991620 -0.856210 0.27 -0.25 0.14 0.00
H 13.864490 -24.328010 0.812220 -0.74 -0.60 -0.18 0.00
H 14.347930 -21.688790 -0.570190 -0.04 -0.30 -0.32 0.00
H 15.453750 -23.045300 -0.080670 0.17 0.47 -0.29 0.00
H 16.591060 -22.497210 2.232340 0.05 -0.72 -0.39 0.00
H 15.422700 -22.548260 3.469630 -0.24 -0.04 0.21 0.00
H 15.295320 -23.833680 2.283320 0.51 0.12 -0.12 0.00
H 16.160460 -20.283620 2.115270 -0.30 -0.03 0.34 0.00
H 16.144760 -20.506120 0.418740 -0.02 -1.03 -0.15 0.00
H 14.815990 -19.762460 1.082090 -0.12 0.19 0.29 0.00
H 13.272840 -24.162040 2.804990 -0.07 -0.10 0.48 0.00
H 11.559870 -24.374180 3.129330 -0.31 0.56 -0.33 0.00
H 12.483530 -23.137940 4.067400 0.09 -0.58 0.29 -0.01
H 12.833170 -19.865090 2.877480 -0.78 0.45 0.07 0.02
```
Positions in Å, forces in eV/Å.

Summary:
Charge: +3
Total energy (Ha): -1868.3134
HOMO-LUMO gap (eV): 4.49
Spin multiplicity: 2
HOMO (Eh): -0.516